1.
Entry from the Open Molecules 2025 dataset: a cluster of 7 separate species, C31H61N3O8 in total in a non-equilibrium geometry (ωB97M-V/def2-TZVPD).

Computed properties:
SMILES	N#C[C@@H](O)[C@@H](C#N)CCC(=O)Nc1ccccc1.CC(C)O.CC(C)O.CC(C)O.CC(C)O.CC(C)O.CC(C)O
highest occupied orbital energy	-8.82	eV
energy above the lowest of the compared OMol25 structures with the same formula, charge and spin	56.5	kcal per mole
LUMO	0.3	eV
E_tot	-53983.531	eV
maximum force	0.071	hartree/bohr
multiplicity	1

Cartesian coordinates (Å):
N  3.1019  -4.7419  0.8389
C  2.6690  -3.8048  1.3387
C  1.9298  -2.6615  2.0789
O  2.5764  -1.4017  1.8644
C  0.3736  -2.5825  1.7919
C  -0.0343  -1.0826  2.0457
N  -0.2217  0.0466  2.0925
C  -0.0610  -2.8977  0.3004
C  -0.2224  -4.4269  -0.0366
C  0.6930  -4.8925  -1.2495
O  1.4717  -4.1468  -1.8121
N  0.6063  -6.2507  -1.7879
C  1.9569  -6.8189  -1.8840
C  2.4162  -7.6768  -0.7480
C  3.7821  -8.2387  -0.8622
C  4.6867  -7.9665  -1.9847
C  4.2374  -7.1249  -3.1056
C  2.8596  -6.5833  -3.0220
H  2.0402  -2.8824  3.1870
H  3.3157  -1.5384  1.2412
H  -0.2512  -3.1928  2.5069
H  -1.0856  -2.4308  0.1666
H  0.6246  -2.3323  -0.3836
H  0.1263  -5.0578  0.8426
H  -1.2692  -4.7530  -0.2776
H  0.0338  -6.8476  -1.1838
H  1.7527  -7.8745  0.1389
H  4.1122  -8.8941  -0.0111
H  5.7196  -8.4062  -2.0050
H  4.8511  -6.8619  -3.9985
H  2.4531  -5.9179  -3.8345
C  3.0122  -3.1138  -5.3765
C  2.8422  -3.1200  -6.8874
C  1.8850  -2.0285  -7.3409
O  2.3460  -4.3911  -7.3051
H  2.0570  -3.2996  -4.8752
H  3.6932  -3.9091  -5.0642
H  3.4083  -2.1577  -5.0271
H  3.8136  -2.9788  -7.3670
H  0.8914  -2.1775  -6.9072
H  1.7639  -2.0516  -8.4263
H  2.2472  -1.0397  -7.0507
H  1.4868  -4.5262  -6.8866
C  -0.4396  5.1324  2.5272
C  0.5019  4.5004  3.5359
C  -0.0225  3.1521  4.0028
O  0.6506  5.3706  4.6619
H  -1.4239  5.3053  2.9698
H  -0.0634  6.1052  2.2053
H  -0.5592  4.4954  1.6477
H  1.4916  4.3772  3.0894
H  -0.9948  3.2614  4.4946
H  0.6553  2.7092  4.7366
H  -0.1318  2.4592  3.1656
H  -0.2212  5.4843  5.0628
C  -1.5731  9.8220  4.8853
C  -2.1792  8.4377  5.0561
C  -1.9157  7.8861  6.4489
O  -1.6271  7.5529  4.0825
H  -0.4869  9.7900  5.0157
H  -1.7605  10.2008  3.8778
H  -1.9900  10.5279  5.6070
H  -3.2559  8.4838  4.8770
H  -0.8409  7.7887  6.6321
H  -2.3473  6.8876  6.5539
H  -2.3428  8.5335  7.2179
H  -0.6720  7.5047  4.2323
C  1.8130  7.7786  0.4113
C  0.6420  8.1366  -0.4912
C  0.6293  9.6223  -0.8171
O  -0.5800  7.7803  0.1512
H  1.7483  8.3138  1.3640
H  1.8040  6.7117  0.6460
H  2.7665  8.0241  -0.0621
H  0.7010  7.5583  -1.4162
H  0.5245  10.2196  0.0939
H  -0.2219  9.8670  -1.4564
H  1.5474  9.9230  -1.3273
H  -0.6440  8.2858  0.9719
C  -0.7625  -8.2524  -4.2642
C  -2.0800  -8.6847  -3.6418
C  -3.2291  -8.5535  -4.6290
O  -2.3476  -7.8814  -2.4904
H  -0.8015  -7.2020  -4.5690
H  0.0498  -8.3417  -3.5399
H  -0.5193  -8.8601  -5.1388
H  -2.0039  -9.7205  -3.3030
H  -3.3523  -7.5136  -4.9469
H  -4.1703  -8.8567  -4.1647
H  -3.0615  -9.1709  -5.5143
H  -2.4164  -6.9633  -2.7807
C  -3.9319  3.4578  2.0581
C  -4.5264  2.0689  2.2314
C  -4.2595  1.5238  3.6262
O  -3.9650  1.1859  1.2613
H  -2.8462  3.4347  2.1898
H  -4.1201  3.8335  1.0498
H  -4.3556  4.1621  2.7781
H  -5.6035  2.1050  2.0510
H  -3.1841  1.4364  3.8105
H  -4.6821  0.5220  3.7336
H  -4.6933  2.1702  4.3929
H  -3.0112  1.1463  1.4122

2.
Entry from the Open Molecules 2025 dataset: a cluster of 6 separate species, C31H64BO17 in total (ωB97M-V/def2-TZVPD).

Computed properties:
total charge	-1
highest occupied orbital energy	-1.42	eV
LUMO	1.3	eV
E_tot	-68671.000	eV
maximum force	0.013	hartree/bohr
multiplicity	1

Cartesian coordinates (Å):
C  -3.2912  -4.1123  4.2631
C  -4.4716  -3.4023  4.9211
C  -4.7621  -2.0417  4.2660
C  -5.8309  -2.0106  3.1764
C  -5.7376  -3.0703  2.0746
C  -6.3327  -4.4418  2.4564
C  -7.2689  -4.9975  1.3854
C  -8.6955  -4.4702  1.5747
C  -9.4040  -5.0392  2.8230
C  -10.2621  -4.0030  3.5916
B  -11.7550  -4.3194  3.4834
O  -12.3303  -5.6238  3.5818
O  -12.7657  -3.3846  3.2350
C  -12.4345  -2.0107  3.2759
H  -2.4115  -3.4742  4.3802
H  -3.0961  -5.0864  4.7089
H  -3.4441  -4.2355  3.1918
H  -5.3561  -4.0341  4.9395
H  -4.1974  -3.2216  5.9637
H  -5.0813  -1.3507  5.0500
H  -3.8145  -1.6519  3.8805
H  -6.8329  -2.0496  3.6081
H  -5.7536  -1.0271  2.7007
H  -6.3176  -2.6947  1.2282
H  -4.7068  -3.1591  1.7199
H  -6.8718  -4.3237  3.3947
H  -5.5216  -5.1487  2.6548
H  -6.8743  -4.7678  0.3910
H  -7.2932  -6.0895  1.4650
H  -8.6722  -3.3859  1.6969
H  -9.2837  -4.7134  0.6855
H  -8.6453  -5.4410  3.5040
H  -9.9846  -5.9140  2.4921
H  -9.9930  -4.0859  4.6558
H  -13.0401  -5.5899  4.2195
H  -11.8232  -1.7345  2.4183
H  -11.8914  -1.7484  4.1812
H  -13.3740  -1.4506  3.2468
C  -0.4555  -8.8417  -0.8921
C  -1.7456  -8.6039  -0.1368
O  -1.7363  -7.3525  0.5633
C  -1.9531  -6.2754  -0.1938
O  -2.1640  -6.2760  -1.3793
O  -1.9045  -5.2042  0.5912
C  -2.0739  -3.9587  -0.0962
H  0.3983  -8.7675  -0.2173
H  -0.4625  -9.8367  -1.3382
H  -0.3287  -8.1085  -1.6869
H  -1.8770  -9.3527  0.6418
H  -2.6102  -8.6444  -0.7984
H  -2.9859  -3.9624  -0.6886
H  -1.2141  -3.7624  -0.7345
H  -2.1468  -3.1899  0.6672
C  1.3715  2.1258  -0.0119
C  2.2825  0.9184  -0.0674
O  2.3585  0.2455  1.2017
C  1.3046  -0.5084  1.5143
O  0.3321  -0.6877  0.8294
O  1.5180  -1.0395  2.7175
C  0.4294  -1.8274  3.2155
H  1.6853  2.8006  0.7858
H  1.4068  2.6628  -0.9598
H  0.3412  1.8308  0.1793
H  3.3038  1.2245  -0.2870
H  1.9712  0.2173  -0.8408
H  0.1500  -2.6033  2.5066
H  -0.4283  -1.1915  3.4277
H  0.7816  -2.2827  4.1359
C  7.5553  1.2643  -4.4072
C  7.2493  -0.1931  -4.1424
O  7.5583  -0.5700  -2.7901
C  6.6684  -0.1898  -1.8759
O  5.6389  0.3974  -2.0878
O  7.1068  -0.5818  -0.6807
C  6.2717  -0.1777  0.4086
H  8.5923  1.4886  -4.1544
H  7.3953  1.4973  -5.4598
H  6.9166  1.9146  -3.8120
H  7.8776  -0.8355  -4.7562
H  6.2080  -0.4305  -4.3578
H  5.2434  -0.4965  0.2543
H  6.3108  0.9041  0.5279
H  6.6695  -0.6543  1.2989
C  8.4426  7.8940  -5.9550
C  7.8202  7.3977  -4.6683
O  8.2560  6.0670  -4.3394
C  9.4766  5.9750  -3.8217
O  10.2241  6.8881  -3.5833
O  9.7313  4.6851  -3.5939
C  11.0406  4.4209  -3.0846
H  8.2432  7.1940  -6.7673
H  8.0234  8.8648  -6.2192
H  9.5216  8.0001  -5.8534
H  6.7403  7.3187  -4.7720
H  8.0303  8.0674  -3.8356
H  11.2386  5.0164  -2.1964
H  11.7920  4.6304  -3.8442
H  11.0545  3.3645  -2.8335
C  4.6637  9.7651  -0.1473
C  3.8672  8.5441  -0.5517
O  2.7461  8.8841  -1.3847
C  3.0360  9.1434  -2.6558
O  4.1278  9.0932  -3.1623
O  1.9037  9.4583  -3.2834
C  2.0649  9.7985  -4.6624
H  4.0158  10.4981  0.3345
H  5.4495  9.4810  0.5526
H  5.1274  10.2346  -1.0133
H  3.4243  8.0687  0.3208
H  4.4890  7.8095  -1.0621
H  2.5877  9.0090  -5.1974
H  2.6122  10.7347  -4.7598
H  1.0611  9.9141  -5.0591

3.
Entry from the Open Molecules 2025 dataset: a cluster of 11 separate species, C31H64Cl21INO4P2 in total in a non-equilibrium geometry (ωB97M-V/def2-TZVPD).

Computed properties:
total charge	+1
highest occupied orbital energy	-11.14	eV
energy above the lowest of the compared OMol25 structures with the same formula, charge and spin	171.9	kcal per mole
LUMO	-3.5	eV
E_tot	-332504.268	eV
maximum force	0.162	hartree/bohr
multiplicity	1

Cartesian coordinates (Å):
C  -3.1387  4.4149  -1.6147
C  -3.5512  2.8135  -1.8642
C  -5.1782  2.7573  -2.0592
C  -2.6768  2.3185  -3.1592
C  -1.1502  1.9498  -2.6081
C  -3.2957  1.0236  -3.9598
O  -4.2746  1.5392  -4.9267
C  -3.8448  1.3609  -6.3208
O  -3.8339  -0.0795  -6.7281
C  -4.9868  2.1277  -7.2557
C  -4.7720  3.7774  -7.3027
Cl  -5.3025  4.5440  -5.6941
N  -3.4065  4.2013  -7.7929
P  -2.6387  5.5075  -6.8275
O  -1.4234  6.2033  -7.6273
C  -2.3943  3.0854  -7.9292
P  -2.4487  2.2037  -9.6619
O  -3.7457  2.8174  -10.6471
I  -0.3730  2.9427  -10.8594
C  -2.3854  2.0022  -6.6942
H  -2.9827  4.9667  -2.6569
H  -3.9645  5.0056  -1.0205
H  -2.1206  4.4870  -1.0000
H  -3.2835  2.2680  -0.8550
H  -5.5897  1.7486  -1.5950
H  -5.6335  3.6272  -1.3813
H  -5.5537  2.9622  -3.1510
H  -2.6670  3.2201  -3.9316
H  -0.6618  2.9809  -2.3236
H  -0.5666  1.4293  -3.4914
H  -1.2222  1.2923  -1.6393
H  -2.4231  0.3927  -4.4168
H  -3.9214  0.4063  -3.1529
H  -3.1133  -0.5786  -6.2415
H  -5.0378  1.6836  -8.3626
H  -6.0262  1.8930  -6.7451
H  -5.5574  4.1586  -8.1166
H  -3.5345  4.6128  -8.7666
H  -3.5544  6.6150  -6.5301
H  -2.0442  4.9217  -5.6540
H  -1.3223  3.6110  -7.9058
H  -4.5756  2.9397  -10.0962
H  -1.7038  1.0934  -7.0600
H  -1.8113  2.4995  -5.8045
Cl  2.0634  -0.0035  -1.9438
C  1.3497  -1.6060  -1.6351
C  -0.0808  -1.7053  -2.1411
Cl  -1.2004  -0.6897  -1.1975
H  1.4120  -1.8047  -0.5609
H  1.9777  -2.3367  -2.1531
H  -0.4365  -2.7356  -2.0502
H  -0.1585  -1.4092  -3.1918
Cl  -2.6730  1.0587  1.6255
C  -3.5271  -0.3200  2.3618
C  -2.5967  -1.2025  3.1790
Cl  -1.4318  -2.0810  2.1560
H  -4.0172  -0.8829  1.5618
H  -4.3039  0.0984  3.0084
H  -3.1774  -1.9579  3.7160
H  -2.0312  -0.6212  3.9138
Cl  3.4654  -2.8368  1.9744
C  5.0527  -2.9180  1.1703
C  5.0183  -2.3272  -0.2304
Cl  4.0587  -3.3206  -1.3563
H  5.3751  -3.9635  1.1590
H  5.7519  -2.3533  1.7937
H  6.0320  -2.2782  -0.6381
H  4.6012  -1.3154  -0.2314
Cl  -0.0428  0.9637  5.0941
C  1.5445  0.8825  4.2900
C  1.5101  1.4733  2.8893
Cl  0.5505  0.4799  1.7633
H  1.8669  -0.1630  4.2787
H  2.2438  1.4472  4.9134
H  2.5238  1.5223  2.4816
H  1.0930  2.4851  2.8883
Cl  5.7822  -7.6097  5.1789
C  4.2829  -6.8030  4.6552
C  3.9738  -7.0605  3.1888
Cl  5.1406  -6.2614  2.1047
H  4.3812  -5.7336  4.8647
H  3.4765  -7.1991  5.2791
H  2.9869  -6.6592  2.9410
H  3.9746  -8.1302  2.9580
Cl  0.2921  -4.0217  0.7068
C  -0.5407  -5.5003  0.1657
C  -0.7227  -6.5031  1.2942
Cl  0.8259  -7.2066  1.8256
H  0.0296  -5.9272  -0.6648
H  -1.5178  -5.1908  -0.2163
H  -1.3472  -7.3347  0.9553
H  -1.2044  -6.0477  2.1649
Cl  -1.7018  -4.4038  4.2506
C  -2.5559  -5.7825  4.9870
C  -1.6255  -6.6651  5.8041
Cl  -0.4606  -7.5436  4.7811
H  -3.0461  -6.3455  4.1869
H  -3.3327  -5.3642  5.6335
H  -2.2063  -7.4205  6.3411
H  -1.0601  -6.0837  6.5389
Cl  0.4693  4.4690  4.6561
C  -1.0299  5.2757  4.1325
C  -1.3390  5.0182  2.6661
Cl  -0.1722  5.8173  1.5820
H  -0.9317  6.3451  4.3420
H  -1.8363  4.8796  4.7564
H  -2.3259  5.4195  2.4183
H  -1.3382  3.9485  2.4353
Cl  4.5686  0.8057  4.5763
C  6.1559  0.7246  3.7721
C  6.1214  1.3154  2.3714
Cl  5.1619  0.3220  1.2455
H  6.4782  -0.3209  3.7608
H  6.8551  1.2893  4.3956
H  7.1352  1.3643  1.9637
H  5.7043  2.3272  2.3704
Cl  6.8313  3.0377  7.3315
C  6.7199  1.4789  8.1862
C  7.8718  0.5492  7.8385
Cl  7.7885  -0.0243  6.1534
H  5.7519  1.0284  7.9471
H  6.7352  1.7037  9.2566
H  7.8381  -0.3389  8.4761
H  8.8411  1.0361  7.9831

4.
Entry from the Open Molecules 2025 dataset: a cluster of 5 separate species, C31H65B2BrFI2N8O11S in total in a non-equilibrium geometry (ωB97M-V/def2-TZVPD).

Computed properties:
total charge	+1
highest occupied orbital energy	-9.76	eV
LUMO	-2.3	eV
E_tot	-168788.929	eV
maximum force	0.046	hartree/bohr
multiplicity	1

Cartesian coordinates (Å):
C  3.3762  -1.8262  5.0113
C  3.5298  -1.4011  3.5527
C  3.7071  0.1045  3.4140
F  3.1621  0.7303  4.5116
N  3.1927  0.8082  2.2100
C  3.3811  2.2808  2.5094
C  2.2321  3.0381  3.2045
O  2.0610  3.1405  4.3915
Br  1.0598  4.0305  1.9910
C  1.8076  0.4810  1.7900
B  0.6691  0.2250  2.9063
O  0.5345  -0.9731  3.5935
N  -0.2587  1.2970  3.1566
C  -1.1250  1.6123  2.0093
C  -1.0913  1.0989  4.3446
C  1.8035  -0.6552  0.7641
C  0.4121  -1.1668  0.5047
C  0.3955  -1.9926  -0.8153
C  -0.4552  -3.2602  -0.6516
S  -2.1938  -2.9072  -0.5747
O  -2.4409  -1.5227  -0.8043
O  -2.8650  -3.8502  -1.3960
O  -2.5564  -3.2753  0.9262
O  2.2754  -0.0649  -0.4468
C  3.5955  0.4664  -0.4108
B  3.6442  1.9755  -1.0505
O  4.6968  2.2642  -1.9016
N  2.6707  2.9928  -0.6665
C  3.4003  4.2851  -0.5742
C  1.6637  3.2035  -1.7448
C  4.4445  -0.4225  -1.3811
I  6.3024  -1.3161  -0.8171
C  4.0922  -0.6880  -2.6411
C  4.8779  -1.5188  -3.6131
I  2.3539  0.0564  -3.5575
C  4.2227  0.4408  1.0277
N  5.4644  1.0447  1.1218
H  4.1061  -1.3438  5.6454
H  2.3743  -1.6869  5.3961
H  3.5697  -2.8914  5.0474
H  2.7207  -1.8524  2.9919
H  4.4464  -1.8656  3.2220
H  4.7681  0.2930  3.5172
H  4.2360  2.3794  3.1592
H  3.6118  2.8364  1.6119
H  1.4719  1.3335  1.2084
H  0.9203  -0.9246  4.4730
H  -1.7546  2.4568  2.2734
H  -1.7925  0.7843  1.7690
H  -0.5551  1.9316  1.1482
H  -1.8447  0.3348  4.1592
H  -0.4983  0.8410  5.2114
H  -1.6173  2.0165  4.5827
H  2.4625  -1.4842  1.0225
H  0.0940  -1.8563  1.2721
H  -0.3012  -0.3674  0.3539
H  -0.0494  -1.4138  -1.6101
H  1.3849  -2.3482  -1.0681
H  -0.1371  -3.8087  0.2266
H  -0.2852  -3.9148  -1.4948
H  -2.8930  -2.4898  1.3773
H  5.4439  2.6811  -1.4678
H  4.2149  4.2342  0.1482
H  2.7156  5.0307  -0.1906
H  3.7496  4.6372  -1.5409
H  0.9631  2.3793  -1.7530
H  1.1664  4.1453  -1.5490
H  2.1290  3.2714  -2.7274
H  5.8798  -1.1271  -3.7162
H  4.8868  -2.5490  -3.2784
H  4.4323  -1.4781  -4.5969
H  4.4201  -0.6185  1.1791
H  5.5898  2.0047  0.8543
H  6.1204  0.6640  1.7846
C  -7.4292  -1.9717  -1.7929
O  -8.5122  -1.4341  -1.9370
N  -7.1706  -3.2688  -2.0231
C  -5.8468  -3.8332  -1.8208
C  -8.2467  -4.1290  -2.4863
H  -6.5424  -1.4141  -1.4452
H  -5.4718  -4.2456  -2.7581
H  -5.8927  -4.6284  -1.0743
H  -5.1628  -3.0673  -1.4789
H  -8.6389  -3.7604  -3.4342
H  -9.0602  -4.1353  -1.7598
H  -7.8721  -5.1399  -2.6205
C  -11.3461  -1.3653  -6.6090
O  -12.0052  -1.7890  -7.5383
N  -11.4771  -1.7619  -5.3314
C  -10.6560  -1.2206  -4.2606
C  -12.4765  -2.7678  -5.0174
H  -10.5625  -0.5997  -6.7446
H  -10.0910  -2.0160  -3.7817
H  -11.2914  -0.7418  -3.5138
H  -9.9593  -0.4840  -4.6532
H  -12.2736  -3.6833  -5.5743
H  -13.4674  -2.4121  -5.3012
H  -12.4576  -2.9783  -3.9512
C  7.5718  -1.8147  3.4989
O  6.4525  -1.3655  3.2534
N  7.9344  -3.0752  3.2892
C  9.2723  -3.5573  3.5971
C  6.9582  -4.0025  2.7327
H  8.3722  -1.1896  3.9198
H  9.7468  -3.9350  2.6912
H  9.2162  -4.3605  4.3319
H  9.8773  -2.7503  4.0023
H  6.6199  -3.6453  1.7591
H  6.0935  -4.0716  3.3934
H  7.4088  -4.9840  2.6233
C  -0.2623  7.2573  -1.3179
O  0.6255  6.4477  -1.1049
N  -1.5111  6.9394  -1.6847
C  -2.5275  7.9490  -1.9238
C  -1.8542  5.5366  -1.8475
H  -0.0993  8.3422  -1.2219
H  -3.3678  7.8012  -1.2439
H  -2.8861  7.8814  -2.9519
H  -2.1135  8.9409  -1.7606
H  -1.6962  5.0026  -0.9090
H  -1.2189  5.0833  -2.6094
H  -2.8951  5.4475  -2.1446

Q: Which formula does entry 1 have?
A: C31H61N3O8